a.
C3H7IOS | wB97M-V/def2-TZVPD

Summary:
E_HOMO ... -9.2 eV
Multiplicity ... 1
SMILES ... C[C@@H](O)[C@H](S)I
LUMO ... 0.15 eV

XYZ file:
```
13
Properties=species:S:1:pos:R:3:lowdin_charge:R:1
I 1.517 1.169 2.161 0.847
S -0.697 -1.299 1.527 0.718
O -0.549 1.458 -0.032 -0.151
C 0.712 -0.370 0.852 -1.006
C -0.477 -0.529 -1.248 -0.131
C 0.283 0.362 -0.366 -0.703
H -1.349 -0.940 -0.787 0.027
H 1.493 -1.272 0.640 0.116
H 1.140 0.629 -1.042 0.153
H -0.889 0.095 -2.042 0.091
H -1.305 -0.219 1.910 -0.144
H 0.077 2.241 0.241 0.078
H 0.043 -1.325 -1.814 0.106
```

***

b.
C3H7IOS | wB97M-V/def2-TZVPD

Summary:
E_HOMO ... -9.0 eV
Multiplicity ... 1
SMILES ... C[C@@H](O)[C@H](S)I
LUMO ... 0.23 eV

XYZ file:
```
13
Properties=species:S:1:pos:R:3:lowdin_charge:R:1
I 3.461 0.164 -0.061 0.693
S 1.101 -2.119 0.398 0.667
O 0.648 0.560 1.739 -0.126
C 1.368 -0.524 -0.378 -1.021
C 0.431 0.619 0.294 -0.543
C -1.047 0.414 -0.105 -0.066
H 1.568 -2.685 -0.770 -0.099
H -1.605 1.182 0.567 0.119
H 0.861 1.678 0.010 0.139
H -1.192 0.524 -1.131 0.047
H 1.342 -0.629 -1.516 0.054
H 1.289 1.236 1.967 0.061
H -1.336 -0.647 0.142 0.075
```

***

Verdict on stability: b comes out on top.

***

a.
C13H20O | wB97M-V/def2-TZVPD

Summary:
E_HOMO ... -9.1 eV
Multiplicity ... 1
SMILES ... CCCC[C@H]1CC(=O)C=C2CCC[C@@H]21
LUMO ... 0.52 eV

XYZ file:
```
34
Properties=species:S:1:pos:R:3:lowdin_charge:R:1
O 3.081 -1.502 -1.998 0.085
C 0.215 0.628 3.536 -0.334
C 1.650 -0.723 -0.366 -0.049
C 1.933 -1.399 -1.674 -0.416
C -0.757 -0.437 -1.169 -0.259
C 1.137 1.140 4.554 -0.168
C -0.129 0.251 1.130 -0.183
C -1.911 0.447 -1.456 -0.143
C 0.956 0.594 2.232 -0.211
C -2.173 0.365 -2.971 -0.211
C 0.313 0.137 -0.288 -0.286
C -1.458 -0.745 -3.515 -0.172
C 0.893 -1.381 -2.719 0.052
C -0.337 -0.873 -2.569 -0.153
H -1.031 -0.557 -4.464 0.117
H -1.773 1.248 -3.367 0.103
H -0.031 -0.389 3.911 0.124
H 2.016 0.543 4.642 0.060
H -0.608 -0.641 1.568 0.125
H 0.591 1.074 -0.643 0.132
H 2.575 -0.231 -0.007 0.132
H -2.081 -1.679 -3.575 0.154
H -3.256 0.152 -3.170 0.134
H -0.898 1.009 1.083 0.108
H 1.338 2.269 4.435 0.103
H -1.811 1.517 -1.149 0.130
H -1.087 -1.390 -0.728 0.170
H -2.880 0.062 -1.014 0.132
H -0.688 1.320 3.497 0.139
H 1.304 1.612 1.922 0.130
H 1.418 -1.678 0.235 0.161
H 1.857 -0.004 2.155 0.101
H 1.108 -1.813 -3.611 0.087
H 0.526 1.076 5.553 0.104
```

***

b.
C13H20O | wB97M-V/def2-TZVPD

Summary:
E_HOMO ... -8.8 eV
Multiplicity ... 1
SMILES ... CC1(C)C[C@]2(C)CCCC=C2[C@H]1C=O
LUMO ... 0.76 eV

XYZ file:
```
34
Properties=species:S:1:pos:R:3:lowdin_charge:R:1
O 3.499 1.413 -0.559 0.054
C -2.112 2.326 0.048 -0.169
C 1.264 0.514 -0.807 -0.164
C -0.651 2.073 -0.325 -0.004
C -0.057 0.842 -0.158 -0.163
C 1.253 -1.629 -2.109 -0.051
C 2.377 1.287 -0.103 -0.202
C -0.501 -0.214 2.111 -0.001
C -2.888 1.098 0.601 -0.180
C -0.725 -0.285 0.570 -0.427
C 1.299 -1.037 -0.699 -0.493
C 2.503 -1.543 0.091 -0.030
C 0.009 -1.485 -0.029 -0.097
C -2.242 -0.249 0.253 -0.139
H -3.921 1.071 0.173 0.117
H 2.376 -1.204 1.123 0.086
H 2.190 1.593 0.909 0.121
H -2.450 -0.468 -0.790 0.118
H -0.871 0.751 2.458 0.081
H 2.523 -2.637 0.058 0.093
H -2.659 -1.062 0.857 0.120
H 3.417 -1.137 -0.324 0.079
H 1.224 0.856 -1.844 0.155
H -2.046 3.062 0.832 0.095
H 0.222 -2.246 0.743 0.132
H -1.017 -0.980 2.638 0.074
H -2.960 1.214 1.684 0.098
H 1.182 -2.737 -2.052 0.096
H 0.558 -0.245 2.359 0.078
H 0.424 -1.266 -2.709 0.084
H -0.043 2.852 -0.787 0.112
H 2.177 -1.383 -2.670 0.096
H -2.666 2.775 -0.791 0.109
H -0.690 -1.921 -0.752 0.119
```

***

Verdict on stability: b comes out on top.

***

a.
H46O23 | wB97M-V/def2-TZVPD

Summary:
E_HOMO ... -10.0 eV
Multiplicity ... 1
LUMO ... -0.87 eV

XYZ file:
```
69
Properties=species:S:1:pos:R:3:lowdin_charge:R:1
O 1.178 -1.397 3.761 -0.058
O -1.751 -1.252 -0.489 -0.050
O -3.626 0.584 -0.148 -0.012
O -3.782 -3.201 -0.956 -0.027
O 0.398 1.789 5.343 -0.053
O -1.066 -1.109 2.316 -0.035
O 5.644 2.170 0.044 -0.055
O 0.536 -4.718 -0.575 -0.035
O 0.753 0.087 -0.269 -0.037
O 1.509 1.432 2.766 -0.040
O -2.175 3.782 -2.253 -0.028
O -2.061 1.694 -4.549 -0.050
O 4.328 2.155 2.533 -0.042
O -1.478 2.297 2.514 -0.049
O 2.072 -3.917 -3.268 -0.069
O 1.288 -2.644 1.382 -0.050
O 0.758 4.852 1.166 -0.057
O -4.397 -1.210 -3.306 -0.046
O 4.695 -2.746 -1.113 -0.054
O -3.646 -2.575 2.032 -0.017
O -0.457 2.768 -0.060 -0.037
O 4.008 3.628 -1.430 -0.026
O -0.359 -3.423 -4.219 -0.022
H 4.515 3.084 2.671 0.049
H 2.083 -3.007 0.992 0.050
H 5.181 -1.941 -0.935 0.025
H 1.710 -4.207 -2.430 -0.012
H -1.890 -1.556 2.511 0.020
H -2.860 3.800 -1.585 0.051
H -3.383 -3.800 -1.587 0.073
H -0.725 1.778 2.795 -0.005
H -1.242 2.609 1.641 -0.030
H -2.427 4.466 -2.873 0.063
H -0.786 -4.187 -4.607 0.060
H 1.317 -0.511 3.429 0.000
H -0.119 -0.134 -0.596 -0.002
H 0.817 1.376 4.588 -0.026
H -2.908 2.139 -4.515 0.019
H -4.376 -1.630 -2.446 -0.017
H -3.622 1.531 -0.005 0.060
H 4.110 -2.518 -1.836 0.017
H 1.106 2.261 5.782 0.029
H 1.519 -2.491 2.298 0.007
H -0.217 -5.305 -0.514 0.034
H 0.290 -1.622 3.482 0.002
H -1.024 3.086 -0.763 0.021
H 1.221 1.521 1.857 0.034
H 1.305 -3.713 -3.803 -0.035
H 0.452 3.996 0.864 -0.034
H -2.235 -2.031 -0.762 0.008
H 3.102 3.936 -1.409 0.059
H -4.035 -3.760 -0.221 0.057
H -1.081 -0.983 1.367 -0.002
H 6.342 2.753 -0.255 0.047
H 0.354 -4.026 0.061 0.002
H -4.587 -2.560 2.204 0.055
H -2.427 -0.601 -0.303 -0.015
H 4.532 4.428 -1.475 0.061
H 0.314 5.480 0.596 0.022
H 1.065 -0.717 0.145 0.021
H -0.276 1.857 -0.292 0.031
H -1.024 -3.041 -3.646 0.049
H -4.439 0.284 0.258 0.066
H -1.565 2.066 -3.820 0.003
H -5.003 -0.477 -3.201 0.030
H 4.861 2.482 -0.411 -0.011
H 2.464 1.388 2.712 0.026
H 4.797 1.932 1.730 -0.006
H -3.574 -2.481 1.082 -0.008
```

***

b.
H46O23 | wB97M-V/def2-TZVPD

Summary:
E_HOMO ... -10.4 eV
Multiplicity ... 1
LUMO ... 0.03 eV

XYZ file:
```
69
Properties=species:S:1:pos:R:3:lowdin_charge:R:1
O 0.456 -2.528 -3.167 -0.054
O -2.287 -1.805 -3.078 -0.037
O -0.703 -0.183 -4.097 -0.087
O -4.088 2.184 2.001 -0.070
O 0.256 1.240 4.185 -0.054
O 0.693 -4.641 0.566 -0.054
O 1.537 -0.007 -1.988 -0.060
O -2.075 -4.848 2.630 -0.065
O -2.451 1.506 4.172 -0.068
O 4.488 -1.530 1.825 -0.062
O -4.728 0.073 0.495 -0.040
O 0.291 -0.039 0.594 -0.050
O 1.311 3.373 2.334 -0.064
O -0.880 3.415 0.309 -0.064
O -2.349 0.011 -0.890 -0.042
O 1.458 -2.028 1.742 -0.072
O 1.738 2.874 -0.828 -0.059
O -1.043 -2.103 2.652 -0.073
O -0.812 1.972 -2.291 -0.065
O 2.856 -3.865 -1.511 -0.068
O -1.632 4.673 -1.845 -0.063
O 3.445 1.776 -2.745 -0.055
O 4.196 -1.020 -1.037 -0.069
H 0.886 -0.541 -2.527 0.048
H -1.760 3.429 0.727 0.076
H -0.661 1.322 4.449 -0.014
H 1.273 -1.126 1.421 0.008
H -4.902 2.699 1.861 0.070
H 2.444 -4.511 -0.911 0.025
H 0.559 -3.696 0.715 0.013
H 3.147 -3.132 -0.937 0.017
H -1.611 -0.405 -0.488 0.012
H 0.643 0.663 4.839 0.042
H -1.843 -3.913 2.550 -0.016
H 0.936 0.041 -0.174 0.066
H -1.332 2.808 -2.356 0.049
H -2.946 1.836 3.367 0.028
H 1.000 -4.933 1.432 0.048
H 0.130 0.841 0.935 0.054
H 1.095 -3.205 -2.891 0.046
H -1.301 -5.269 2.281 -0.007
H 4.492 -1.524 0.836 0.017
H -0.666 1.532 -3.122 0.009
H 2.955 1.827 -1.927 -0.027
H -0.252 3.688 1.006 0.033
H 0.821 2.714 -1.158 0.021
H -4.137 -0.449 -0.046 0.024
H 1.685 3.452 -0.059 0.026
H 5.310 -1.140 2.070 0.021
H -0.053 -2.035 2.556 0.015
H 2.330 -2.049 2.162 0.048
H -1.374 -1.355 2.159 0.019
H 4.460 -1.430 -1.899 0.087
H 0.842 -1.910 -3.808 0.048
H -0.971 4.467 -1.168 0.000
H -1.093 0.232 -4.874 0.065
H -1.488 -2.202 -2.678 0.047
H -1.367 -0.848 -3.758 -0.027
H -1.914 0.684 -1.453 0.034
H -2.627 -1.215 -2.374 0.042
H 1.586 0.741 -2.564 0.017
H -1.333 5.311 -2.491 0.050
H 1.260 2.486 2.759 0.038
H -5.507 -0.446 0.708 0.068
H -2.823 0.635 4.258 0.040
H 3.341 -0.620 -1.277 0.013
H -4.200 1.350 1.516 -0.006
H 1.348 4.108 2.965 0.064
H 3.941 2.589 -2.661 0.044
```

***

Verdict on stability: b comes out on top.

***

a.
C3H7N2S | wB97M-V/def2-TZVPD

Summary:
E_HOMO ... -14.6 eV
Net charge ... +1
Multiplicity ... 1
LUMO ... -4.45 eV

XYZ file:
```
13
Properties=species:S:1:pos:R:3:lowdin_charge:R:1
S 0.139 0.855 -0.122 1.094
N 2.276 0.250 0.052 -0.111
N -1.525 1.331 -0.027 -0.235
C -0.317 -0.790 -0.110 -0.287
C -1.681 -0.959 0.018 -0.157
C -2.287 0.262 0.136 -0.207
H -1.833 2.267 0.321 0.153
H 2.878 0.718 -0.720 0.120
H 2.776 -0.670 0.300 0.120
H 0.380 -1.530 -0.454 0.090
H 2.361 0.807 0.821 -0.017
H -3.921 0.428 0.435 0.295
H -2.098 -1.949 0.316 0.141
```

***

b.
C3H7N2S | wB97M-V/def2-TZVPD

Summary:
E_HOMO ... -12.2 eV
Net charge ... +1
Multiplicity ... 1
LUMO ... -5.29 eV

XYZ file:
```
13
Properties=species:S:1:pos:R:3:lowdin_charge:R:1
S 0.036 0.030 -0.798 0.571
N -2.026 1.625 -0.179 -0.053
N 1.525 -1.952 0.949 0.133
C -0.725 1.413 -0.238 -0.688
C 2.591 -2.030 0.265 0.123
C -2.900 2.091 -0.912 0.026
H 0.779 -2.633 0.996 0.150
H 3.311 -1.321 0.455 0.096
H -2.614 2.517 -1.871 0.098
H -0.348 1.927 0.656 0.080
H 1.517 -1.126 1.675 0.204
H -3.986 2.277 -0.567 0.128
H 2.841 -2.817 -0.431 0.133
```

***

c.
C3H7N2S | wB97M-V/def2-TZVPD

Summary:
E_HOMO ... -14.8 eV
Net charge ... +1
Multiplicity ... 1
LUMO ... -4.36 eV

XYZ file:
```
13
Properties=species:S:1:pos:R:3:lowdin_charge:R:1
S 1.890 -1.597 1.183 1.136
N 2.173 0.049 0.720 -0.245
N 0.868 0.206 0.274 -0.213
C 0.377 -0.945 0.675 -0.507
C 0.502 1.212 -0.769 0.066
C -0.972 -1.588 0.620 -0.001
H 1.450 1.556 -0.976 0.059
H 2.963 0.412 0.083 0.171
H -0.912 -2.471 1.144 0.058
H -0.037 0.816 -1.707 0.141
H -0.263 1.873 -0.312 0.117
H -1.725 -0.892 1.164 0.149
H -1.282 -1.697 -0.355 0.068
```

***

d.
C3H7N2S | wB97M-V/def2-TZVPD

Summary:
E_HOMO ... -13.6 eV
Net charge ... +1
Multiplicity ... 1
LUMO ... -4.62 eV

XYZ file:
```
13
Properties=species:S:1:pos:R:3:lowdin_charge:R:1
S 1.981 -0.610 0.136 1.113
N -0.392 -1.929 -0.399 -0.002
N 0.573 1.502 -0.162 -0.036
C 0.222 -1.021 0.436 -0.487
C -0.595 0.796 0.288 -0.001
C 1.753 0.999 -0.093 -0.419
H 2.619 1.658 -0.224 0.129
H -1.238 -2.153 0.057 0.082
H 0.034 -2.764 -0.859 0.134
H -1.483 0.910 -0.426 0.140
H 0.112 -1.272 1.515 0.108
H 0.498 2.320 -0.705 0.154
H -0.973 1.069 1.239 0.086
```

***

Verdict on stability: d comes out on top.